Model a:
Density functional theory data (ωB97M-V/def2-TZVPD) for C6H7O2S as an isolated structure.

**LUMO energy**: 3.59 eV
**Charge**: -1
**Orbital gap**: 6.84 eV

Each line ends with the Löwdin charge.
Cartesian coordinates (Å):
C (2.91, -4.06, -1.29)  -0.159
C (0.61, -1.43, -1.03)  -0.501
C (2.10, -4.87, -0.44)  -0.691
C (-1.17, 0.24, -0.86)  -0.103
C (0.48, -0.09, 1.05)  -0.183
C (0.34, -0.12, -0.37)  -0.648
O (3.34, -4.58, 0.06)  -0.088
O (1.13, -5.45, -0.11)  0.086
S (2.13, -1.98, -0.72)  0.768
H (-1.76, -0.53, -0.48)  0.025
H (-1.08, 0.03, -1.99)  0.077
H (-1.55, 1.22, -0.63)  0.045
H (-0.07, 0.78, 1.50)  0.081
H (1.56, 0.02, 1.38)  0.083
H (0.00, -0.97, 1.54)  0.092
H (1.02, 0.60, -0.87)  0.116

Model b:
Density functional theory data (ωB97M-V/def2-TZVPD) for a 2-piece molecular cluster, C6H7O2S overall.

**LUMO energy**: 3.33 eV
**Charge**: -1
**Orbital gap**: 5.56 eV

Each line ends with the Löwdin charge.
Cartesian coordinates (Å):
C (0.50, 0.84, -0.10)  -0.356
C (-0.15, 2.00, 0.22)  -0.631
C (2.70, 0.34, 0.04)  -0.282
C (-1.68, 1.51, 0.48)  -0.211
C (-1.78, 0.23, -0.33)  -0.585
C (2.82, -0.92, 0.74)  -0.099
O (3.51, 0.85, -0.69)  0.043
O (0.18, 3.17, 0.19)  -0.078
S (-0.32, -0.72, 0.02)  0.734
H (-1.67, 1.23, 1.50)  0.069
H (-2.50, 2.22, 0.33)  0.097
H (-2.79, -0.28, -0.12)  0.082
H (-1.69, 0.51, -1.42)  0.077
H (2.92, -0.82, 1.76)  0.061
H (3.59, -1.49, 0.35)  0.050
H (1.93, -1.56, 0.57)  0.029

Least stable: model a

Model a:
Density functional theory data (ωB97M-V/def2-TZVPD) for one molecule with the formula C13H23NO3.

**LUMO energy**: 0.74 eV
**Structure (SMILES)**: CCCCC(=O)N1CCC[C@@H](C(=O)OCC)C1
**Orbital gap**: 9.85 eV

Each line ends with the Löwdin charge.
Cartesian coordinates (Å):
C (-3.92, -0.70, -0.76)  -0.105
C (-3.31, -1.95, -0.15)  -0.261
C (-2.27, -1.64, 0.93)  -0.203
C (-1.07, -0.85, 0.40)  -0.105
C (-1.30, 0.65, 0.48)  -0.449
O (-2.14, 1.13, 1.22)  0.056
N (-0.52, 1.45, -0.29)  -0.052
C (-0.61, 2.89, -0.11)  -0.134
C (0.78, 3.51, 0.03)  -0.161
C (1.74, 2.49, 0.63)  -0.138
C (1.94, 1.33, -0.35)  -0.178
C (2.36, 0.06, 0.38)  -0.476
O (2.12, -0.20, 1.53)  0.120
O (3.03, -0.75, -0.45)  -0.001
C (3.44, -2.02, 0.06)  -0.209
C (2.35, -3.07, -0.13)  -0.055
C (0.61, 1.06, -1.10)  -0.093
H (-3.18, -0.13, -1.32)  0.068
H (-4.73, -0.96, -1.44)  0.069
H (-4.32, -0.05, 0.02)  0.075
H (-4.10, -2.55, 0.30)  0.103
H (-2.85, -2.55, -0.94)  0.103
H (-1.92, -2.58, 1.36)  0.107
H (-2.74, -1.06, 1.73)  0.110
H (-0.19, -1.06, 1.01)  0.108
H (-0.86, -1.16, -0.63)  0.112
H (-1.15, 3.33, -0.96)  0.127
H (-1.20, 3.05, 0.79)  0.119
H (0.72, 4.39, 0.67)  0.112
H (1.16, 3.84, -0.94)  0.110
H (2.71, 2.95, 0.85)  0.122
H (1.33, 2.10, 1.56)  0.124
H (2.71, 1.55, -1.09)  0.152
H (4.33, -2.28, -0.52)  0.123
H (3.69, -1.91, 1.12)  0.122
H (1.47, -2.81, 0.47)  0.065
H (2.06, -3.13, -1.17)  0.079
H (2.72, -4.03, 0.20)  0.079
H (0.59, 1.66, -2.01)  0.135
H (0.55, 0.01, -1.39)  0.119

Model b:
Density functional theory data (ωB97M-V/def2-TZVPD) for one molecule with the formula C13H23NO3.

**LUMO energy**: 0.86 eV
**Structure (SMILES)**: CCCCCC[C@@H]1/C(=N/O)CC[C@H]1C(=O)OC
**Orbital gap**: 10.42 eV

Each line ends with the Löwdin charge.
Cartesian coordinates (Å):
C (-4.72, -0.51, 0.56)  -0.108
C (-3.51, -1.23, 1.14)  -0.263
C (-2.94, -2.30, 0.21)  -0.223
C (-2.43, -1.78, -1.14)  -0.209
C (-1.32, -0.73, -1.04)  -0.195
C (-0.02, -1.28, -0.45)  -0.148
C (1.07, -0.21, -0.36)  -0.216
C (2.42, -0.76, 0.00)  -0.265
N (2.83, -1.86, -0.48)  0.048
O (4.11, -2.26, -0.07)  -0.051
C (3.12, 0.14, 0.97)  -0.102
C (2.24, 1.39, 1.02)  -0.117
C (0.83, 0.86, 0.72)  -0.175
C (-0.12, 1.96, 0.31)  -0.492
O (-1.05, 2.35, 0.97)  0.116
O (0.21, 2.49, -0.88)  -0.043
C (-0.62, 3.54, -1.34)  -0.040
H (-5.14, 0.16, 1.30)  0.069
H (-4.44, 0.08, -0.30)  0.064
H (-5.48, -1.23, 0.26)  0.074
H (-2.74, -0.50, 1.39)  0.095
H (-3.80, -1.72, 2.08)  0.105
H (-3.72, -3.04, 0.01)  0.109
H (-2.13, -2.83, 0.72)  0.100
H (-2.05, -2.63, -1.71)  0.111
H (-3.26, -1.36, -1.69)  0.102
H (-1.67, 0.11, -0.43)  0.094
H (-1.12, -0.34, -2.04)  0.122
H (0.35, -2.09, -1.07)  0.116
H (-0.20, -1.68, 0.55)  0.120
H (1.16, 0.29, -1.34)  0.161
H (4.25, -3.09, -0.54)  0.091
H (4.14, 0.34, 0.65)  0.121
H (3.17, -0.36, 1.94)  0.131
H (2.29, 1.90, 1.98)  0.123
H (2.53, 2.09, 0.23)  0.124
H (0.41, 0.39, 1.62)  0.165
H (-0.64, 4.36, -0.62)  0.098
H (-1.64, 3.18, -1.49)  0.098
H (-0.19, 3.87, -2.28)  0.094

Least stable: model b

Model a:
Density functional theory data (ωB97M-V/def2-TZVPD) for one molecule with the formula C4H4ClNS.

**LUMO energy**: 0.39 eV
**Structure (SMILES)**: Sc1c[nH]cc1Cl
**Orbital gap**: 8.78 eV

Each line ends with the Löwdin charge.
Cartesian coordinates (Å):
S (2.34, -1.17, -0.12)  0.672
C (0.66, -0.47, -0.12)  -0.678
C (-0.64, -0.96, 0.08)  -0.118
N (-1.50, 0.16, 0.10)  -0.021
C (-0.67, 1.31, -0.16)  -0.155
C (0.57, 0.84, -0.14)  -0.715
Cl (1.98, 2.02, 0.05)  0.549
H (1.92, -2.38, 0.78)  -0.010
H (-1.06, -1.97, 0.12)  0.109
H (-2.59, 0.31, -0.45)  0.262
H (-1.01, 2.32, -0.14)  0.105

Model b:
Density functional theory data (ωB97M-V/def2-TZVPD) for a 2-piece molecular cluster, C4H4ClNS overall.

**LUMO energy (alpha / beta)**: -1.56 / -1.56 eV
**Orbital gap (alpha / beta)**: 7.41 / 7.40 eV

Each line ends with the Löwdin charge.
Cartesian coordinates (Å):
C (-1.32, -0.86, 0.88)  -0.392
C (0.76, -1.69, -2.24)  -0.450
C (-0.85, -0.29, -0.28)  -0.543
C (0.57, 1.84, 0.80)  -0.288
N (-2.02, -1.39, 1.64)  0.165
S (0.05, 0.96, -0.79)  0.924
Cl (0.85, -2.51, -0.81)  0.589
H (-0.26, -1.71, -2.54)  -0.093
H (1.61, 2.01, 0.63)  0.008
H (0.47, 0.92, 1.46)  0.046
H (0.15, 2.72, 1.25)  0.034

Least stable: model b

Model a:
Density functional theory data (ωB97M-V/def2-TZVPD) for one molecule with the formula CClFN2O.

**LUMO energy**: -1.70 eV
**Orbital gap**: 8.49 eV

Each line ends with the Löwdin charge.
Cartesian coordinates (Å):
C (0.75, -0.37, 0.03)  -0.355
N (0.29, -1.43, 0.34)  -0.070
N (0.76, 0.76, -0.47)  0.104
O (-1.42, 0.22, -0.36)  -0.664
F (1.22, 1.90, 0.14)  0.006
Cl (-1.60, -1.08, 0.32)  0.980

Model b:
Density functional theory data (ωB97M-V/def2-TZVPD) for one molecule with the formula CClFN2O.

**LUMO energy**: -2.45 eV
**Structure (SMILES)**: N#CN(F)OCl
**Orbital gap**: 9.56 eV

Each line ends with the Löwdin charge.
Cartesian coordinates (Å):
N (1.40, 1.41, 1.24)  0.119
C (0.75, 0.61, 0.76)  -0.135
N (-0.44, -0.64, 0.43)  -0.156
F (0.25, -1.68, -0.23)  -0.037
O (-1.27, -0.19, -0.32)  -0.442
Cl (-0.69, 0.50, -1.88)  0.650

Least stable: model a

Model a:
Density functional theory data (ωB97M-V/def2-TZVPD) for one molecule with the formula C3H5BrS.

**LUMO energy**: 0.82 eV
**Structure (SMILES)**: CS/C=C/Br
**Orbital gap**: 9.15 eV

Each line ends with the Löwdin charge.
Cartesian coordinates (Å):
C (0.95, 0.33, -0.17)  -0.409
S (0.08, -1.20, 0.27)  0.830
C (-1.48, -0.55, -0.13)  -0.638
C (-2.68, -0.99, 0.17)  -0.697
Br (-4.17, 0.14, -0.08)  0.647
H (1.26, 0.29, -1.22)  0.035
H (1.80, 0.48, 0.49)  0.031
H (0.26, 1.22, -0.11)  0.050
H (-1.31, 0.46, -0.57)  0.058
H (-2.93, -2.07, 0.50)  0.092

Model b:
Density functional theory data (ωB97M-V/def2-TZVPD) for one molecule with the formula C3H5BrS.

**LUMO energy**: -0.34 eV
**Structure (SMILES)**: CCC(=S)Br
**Orbital gap**: 8.49 eV

Each line ends with the Löwdin charge.
Cartesian coordinates (Å):
C (0.47, -0.72, -0.82)  -0.191
C (-0.27, -0.51, 0.51)  -0.197
C (-0.36, 1.34, 0.74)  -1.308
S (-1.71, 1.99, 1.28)  0.633
Br (1.13, 2.24, 0.23)  0.747
H (1.41, -0.25, -1.03)  0.030
H (0.59, -1.80, -0.84)  0.066
H (-0.11, -0.44, -1.68)  0.063
H (-1.38, -0.66, 0.42)  0.085
H (0.22, -1.18, 1.18)  0.071

Model c:
Density functional theory data (ωB97M-V/def2-TZVPD) for one molecule with the formula C3H5BrS.

**LUMO energy (alpha / beta)**: -0.60 / -0.60 eV
**Orbital gap (alpha / beta)**: 7.83 / 7.83 eV

Each line ends with the Löwdin charge.
Cartesian coordinates (Å):
C (-0.10, -0.41, -0.50)  -0.075
C (-0.08, -0.28, 1.01)  -0.491
C (2.11, 0.23, -0.28)  -0.880
S (1.41, 0.88, 1.35)  0.685
Br (3.04, -1.45, -0.11)  0.533
H (-0.08, -1.36, -1.09)  0.078
H (-0.64, 0.26, -1.12)  0.049
H (-0.98, 0.13, 1.27)  0.021
H (-0.03, -1.36, 1.30)  0.087
H (2.78, 0.96, -0.77)  -0.007

Least stable: model c

Model a:
Density functional theory data (ωB97M-V/def2-TZVPD) for a 2-piece molecular cluster, C30H31BClFO2S overall.

**LUMO energy**: 0.26 eV
**Structure (SMILES)**: CC1(C)OB([C@H](c2ccccc2)c2ccc(F)cc2)OC1(C)C.Cc1ccc(-c2ccc(Cl)cc2)s1
**Orbital gap**: 7.86 eV

Each line ends with the Löwdin charge.
Cartesian coordinates (Å):
C (-3.85, -3.19, 4.34)  -0.013
C (-3.50, -2.05, 3.42)  -0.440
C (-4.23, -0.80, 3.90)  -0.015
O (-2.07, -1.81, 3.59)  0.149
B (-1.59, -1.52, 2.34)  -0.507
C (-0.11, -0.55, 2.16)  -0.068
C (0.06, 0.42, 3.29)  -0.233
C (-1.03, 1.08, 3.86)  -0.076
C (-0.87, 1.84, 5.01)  -0.105
C (0.38, 1.89, 5.65)  -0.100
C (1.46, 1.19, 5.11)  -0.095
C (1.30, 0.47, 3.93)  -0.060
C (0.41, -0.53, 0.75)  -0.217
C (-0.43, -0.48, -0.36)  -0.039
C (0.05, -0.72, -1.64)  0.001
C (1.39, -1.04, -1.79)  -0.261
F (1.88, -1.31, -3.04)  0.027
C (2.27, -1.08, -0.71)  -0.012
C (1.77, -0.81, 0.55)  -0.036
O (-2.42, -1.77, 1.30)  0.131
C (-3.65, -2.32, 1.85)  -0.437
C (-3.68, -3.79, 1.48)  -0.013
C (-4.80, -1.61, 1.15)  -0.011
H (-4.93, -3.40, 4.32)  0.099
H (-3.30, -4.11, 4.09)  0.087
H (-3.58, -2.92, 5.37)  0.100
H (-5.32, -0.99, 3.93)  0.097
H (-3.90, -0.55, 4.91)  0.103
H (-4.05, 0.07, 3.25)  0.082
H (0.40, -1.46, 2.57)  0.145
H (-2.00, 1.00, 3.36)  0.111
H (-1.71, 2.40, 5.41)  0.106
H (0.50, 2.47, 6.57)  0.103
H (2.44, 1.20, 5.60)  0.108
H (2.14, -0.09, 3.50)  0.116
H (-1.48, -0.22, -0.21)  0.120
H (-0.61, -0.68, -2.51)  0.120
H (3.33, -1.32, -0.86)  0.122
H (2.43, -0.83, 1.42)  0.119
H (-4.65, -4.23, 1.73)  0.097
H (-3.55, -3.89, 0.39)  0.100
H (-2.89, -4.36, 1.98)  0.096
H (-5.76, -1.95, 1.55)  0.098
H (-4.74, -0.52, 1.25)  0.089
H (-4.77, -1.85, 0.08)  0.097
C (-2.07, 3.99, 2.33)  -0.098
C (-0.85, 3.42, 1.74)  -0.572
C (-0.70, 2.93, 0.45)  -0.111
C (0.60, 2.43, 0.20)  -0.117
C (1.39, 2.36, 1.34)  -0.425
C (2.84, 2.21, 1.33)  -0.243
C (3.52, 1.85, 0.15)  -0.034
C (4.90, 1.66, 0.14)  -0.096
C (5.63, 1.90, 1.30)  -0.693
Cl (7.34, 1.69, 1.29)  0.672
C (4.99, 2.33, 2.48)  -0.094
C (3.61, 2.50, 2.48)  -0.055
S (0.66, 3.41, 2.56)  1.123
H (-2.89, 3.88, 1.61)  0.085
H (-2.35, 3.47, 3.26)  0.060
H (-1.93, 5.05, 2.55)  0.084
H (-1.52, 2.95, -0.27)  0.114
H (0.92, 2.07, -0.77)  0.110
H (2.95, 1.72, -0.77)  0.108
H (5.40, 1.32, -0.76)  0.107
H (5.58, 2.54, 3.37)  0.105
H (3.12, 2.87, 3.38)  0.087

Model b:
Density functional theory data (ωB97M-V/def2-TZVPD) for C30H31BClFO2S as an isolated structure.

**LUMO energy**: -1.75 eV
**Orbital gap**: 2.90 eV

Each line ends with the Löwdin charge.
Cartesian coordinates (Å):
C (-0.89, 4.48, 0.11)  -0.096
C (0.22, 3.61, -0.30)  -0.572
C (0.32, 3.07, -1.59)  -0.126
C (1.46, 2.30, -1.74)  -0.077
C (1.92, 1.62, -0.48)  -0.455
B (-0.81, -2.42, 0.61)  -0.484
C (3.43, 1.51, -0.43)  -0.220
C (4.12, 1.21, -1.61)  -0.019
C (5.47, 0.90, -1.53)  -0.082
C (6.11, 0.96, -0.28)  -0.674
Cl (7.75, 0.48, -0.11)  0.668
C (5.39, 1.31, 0.88)  -0.083
C (4.05, 1.62, 0.77)  -0.079
O (-1.20, -2.29, 1.86)  0.155
C (-2.62, -2.52, 1.65)  -0.460
C (-2.85, -3.70, 2.53)  -0.007
C (-3.35, -1.27, 2.07)  0.000
C (-2.77, -2.86, 0.10)  -0.437
C (-2.71, -4.35, -0.23)  -0.018
C (-3.95, -2.25, -0.61)  -0.003
O (-1.53, -2.33, -0.46)  0.153
S (1.45, 3.04, 0.74)  1.138
H (-1.47, 4.62, -0.83)  0.089
H (-1.48, 3.97, 0.89)  0.060
H (-0.52, 5.46, 0.50)  0.092
H (-0.42, 3.22, -2.37)  0.119
H (1.76, 1.97, -2.71)  0.100
H (3.64, 1.18, -2.58)  0.111
H (5.99, 0.50, -2.39)  0.105
H (5.86, 1.22, 1.87)  0.116
H (3.52, 1.91, 1.67)  0.084
H (-3.89, -4.02, 2.48)  0.101
H (-2.17, -4.48, 2.19)  0.090
H (-2.60, -3.43, 3.56)  0.107
H (-4.42, -1.54, 2.12)  0.103
H (-3.01, -0.92, 3.06)  0.105
H (-3.20, -0.43, 1.38)  0.073
H (-3.61, -4.90, 0.07)  0.098
H (-2.62, -4.45, -1.32)  0.103
H (-1.83, -4.87, 0.19)  0.098
H (-4.87, -2.78, -0.31)  0.103
H (-4.10, -1.18, -0.43)  0.082
H (-3.84, -2.38, -1.70)  0.103
F (0.41, -0.70, -5.51)  0.029
C (0.37, -0.71, -4.14)  -0.252
C (-0.72, -0.17, -3.47)  -0.008
C (-0.67, 0.00, -2.10)  -0.055
C (0.51, -0.29, -1.44)  -0.174
C (1.20, 0.38, -0.13)  -0.159
C (0.31, 0.66, 1.13)  -0.260
C (-1.02, 1.04, 1.06)  -0.058
C (-1.49, 1.80, 2.14)  -0.108
C (-0.68, 2.05, 3.24)  -0.105
C (0.61, 1.56, 3.31)  -0.119
C (1.07, 0.80, 2.28)  -0.132
C (1.53, -1.00, -2.08)  -0.050
C (1.48, -1.19, -3.44)  0.002
H (-1.58, 0.15, -4.07)  0.128
H (-1.56, 0.44, -1.65)  0.105
H (1.67, -0.58, 0.27)  0.146
H (-1.60, 0.87, 0.15)  0.106
H (-2.50, 2.20, 2.11)  0.110
H (-1.08, 2.63, 4.09)  0.115
H (1.24, 1.80, 4.19)  0.123
H (2.07, 0.36, 2.27)  0.121
H (2.40, -1.24, -1.55)  0.107
H (2.32, -1.65, -3.98)  0.127

Least stable: model b